# 1
12
Properties=species:S:1:pos:R:3 method="wB97M-V/def2-TZVPD" e_above_lowest_ev=2.7741 lumo_energy_ev=0.38 smiles="[H]/N=C/N=C(N)N" homo_energy_ev=-7.99
C -0.480 0.373 -0.089
N -1.254 -0.508 -0.784
N -1.212 1.332 0.560
C 1.515 -0.249 0.024
N 0.774 0.720 -0.481
N 2.604 -0.757 -0.355
H -0.749 -1.212 -1.302
H -2.256 -0.382 -0.771
H -1.951 0.983 1.156
H -0.617 2.015 1.013
H 2.995 -1.463 0.260
H 0.630 -0.851 0.767

=====

# 2
19
Properties=species:S:1:pos:R:3 method="wB97M-V/def2-TZVPD" e_above_lowest_ev=2.7289 lumo_energy_ev=0.95 smiles=COCCC(N)N homo_energy_ev=-8.76
C 0.839 0.127 -1.043
C -0.589 -0.882 0.783
C 0.716 -0.232 0.633
C -1.935 1.065 1.671
N 2.196 -0.038 -1.536
N -0.114 -0.432 -1.958
O -1.206 -0.079 2.012
H 0.648 1.203 -1.020
H 2.867 0.498 -0.998
H 2.470 -1.015 -1.514
H -0.066 0.031 -2.859
H 0.043 -1.424 -2.096
H -0.507 -1.896 1.171
H -1.346 -0.842 -0.001
H 1.520 -0.931 0.865
H 0.920 0.705 1.147
H -2.833 0.787 1.100
H -1.370 1.784 1.055
H -2.252 1.569 2.589

=====

# 3
13
Properties=species:S:1:pos:R:3 method="wB97M-V/def2-TZVPD" e_above_lowest_ev=3.4427 lumo_energy_ev=-3.44 homo_energy_ev=-13.48 total_charge=+1
C 0.090 1.426 0.043
N -0.718 0.499 0.489
N 1.302 0.972 -0.282
N -0.210 -0.744 0.505
Si 1.502 -0.878 -0.061
H -0.170 2.449 0.060
H -2.777 -1.028 -0.945
H -1.731 0.566 0.671
H 2.072 1.566 -0.498
H -2.254 -0.737 -0.415
H -1.051 -1.324 0.735
H 1.576 -1.515 -1.352
H 2.367 -1.252 1.050